(1)
Density functional theory data (the ωB97M-V functional and the def2-TZVPD basis) for a cluster of 5 separate species, C33H66BrClNO11 in total at a distorted geometry.

Computed properties:
net charge	+1
lowest unoccupied orbital energy	-2.863	eV

Structure (XYZ):
```
113
Properties=species:S:1:pos:R:3:forces:R:3
C -2.2054 3.5609 -3.7958 0.2 0.0 0.4
C -2.6907 3.2647 -2.3788 0.1 0.0 -0.4
O -1.8208 3.8347 -1.4033 0.1 -0.3 0.4
C -2.9723 1.7859 -2.1477 -0.4 0.3 -0.2
O -2.0604 0.8651 -2.7461 -0.1 -0.1 0.2
C -0.7664 0.9219 -2.2781 0.1 0.3 -0.2
C -0.6917 0.7746 -0.7715 -0.2 -0.2 0.6
N 0.7243 0.5511 -0.3358 -0.6 -0.2 -0.4
C 1.3696 -0.6270 -1.0427 0.6 -1.1 0.5
C 2.7698 -0.2481 -1.5375 -0.2 0.6 -0.7
C 2.7871 0.5934 -2.8223 0.1 -0.2 0.0
C 4.1468 1.2301 -3.0903 -0.5 0.3 -0.2
Br 3.8949 2.9495 -3.9852 0.1 -0.1 0.1
C 1.5052 -1.7722 -0.0110 0.4 0.8 0.4
C 2.5931 -1.6296 1.0452 0.3 -0.3 0.1
C 2.9313 -0.4557 1.7180 0.1 -0.1 0.2
C 3.8981 -0.4455 2.7196 0.0 -0.3 0.0
C 4.5522 -1.6192 3.0900 -0.6 0.4 -0.6
C 4.2327 -2.7890 2.4161 -0.1 0.0 0.1
C 3.2685 -2.7980 1.4100 0.2 0.4 0.3
C 0.5051 -1.0948 -2.2377 -0.3 0.0 0.0
Cl -0.7635 -2.3148 -1.8201 0.0 0.1 0.1
O -0.0443 -0.0669 -2.9715 0.2 0.1 0.1
H -2.5302 4.5452 -4.1040 -0.1 0.1 -0.2
H -2.5273 2.8061 -4.5049 -0.1 0.0 -0.1
H -1.1154 3.5878 -3.8116 0.1 -0.1 -0.1
H -3.6481 3.7594 -2.2366 -0.1 0.1 0.2
H -0.9263 3.8580 -1.7527 0.0 0.2 -0.2
H -3.9253 1.5903 -2.6279 0.0 -0.2 -0.2
H -3.1351 1.5731 -1.0916 0.2 0.0 0.2
H -0.2932 1.8728 -2.5540 0.0 0.1 -0.1
H -1.2716 -0.0686 -0.4076 0.0 -0.2 -0.2
H -1.0709 1.6519 -0.2596 0.1 0.3 -0.1
H 0.6954 0.3278 0.6575 0.2 0.2 0.1
H 1.2850 1.3936 -0.4623 0.0 0.1 0.0
H 3.3095 -1.1768 -1.6977 0.1 -0.1 0.1
H 3.3067 0.3001 -0.7677 0.0 -0.1 0.3
H 2.0223 1.3657 -2.8034 0.0 0.2 0.2
H 2.5302 -0.0374 -3.6678 -0.1 0.0 -0.2
H 4.6938 1.4294 -2.1787 0.2 0.0 0.1
H 4.7269 0.6452 -3.7876 0.3 -0.2 0.1
H 1.7273 -2.6716 -0.5677 -0.2 -0.3 -0.1
H 0.5570 -1.8997 0.5085 -0.3 -0.2 -0.2
H 2.4523 0.4888 1.4960 0.0 0.1 0.0
H 4.1338 0.4758 3.2267 0.0 0.2 0.0
H 5.2788 -1.6011 3.8834 0.2 -0.1 0.1
H 4.7211 -3.7072 2.7029 0.0 -0.2 -0.1
H 3.0372 -3.7351 0.9283 -0.1 -0.1 -0.1
H 1.1708 -1.6227 -2.9050 0.1 -0.2 -0.1
C 4.4324 -7.0769 3.6310 0.0 0.0 0.0
O 3.4345 -6.0869 3.4274 0.0 -0.1 -0.1
C 2.3711 -6.5334 2.5992 0.0 0.3 0.1
C 1.1457 -6.9013 3.4063 -0.1 -0.2 -0.1
O 1.3766 -8.0403 4.2137 0.1 0.1 0.0
C 1.6121 -7.7322 5.5772 0.0 0.0 0.0
H 5.0935 -6.7201 4.4188 0.0 0.0 0.0
H 3.9955 -8.0284 3.9397 0.0 0.0 0.0
H 5.0198 -7.2260 2.7189 0.0 -0.1 0.0
H 2.6882 -7.3825 1.9872 0.0 0.0 0.0
H 2.1110 -5.7085 1.9256 0.0 0.0 0.0
H 0.3318 -7.1488 2.7168 0.0 0.0 0.0
H 0.8259 -6.0511 4.0174 0.0 0.0 0.0
H 0.6885 -7.3980 6.0612 0.0 0.0 0.0
H 2.3801 -6.9630 5.6901 0.0 0.0 0.0
H 1.9511 -8.6438 6.0650 0.0 0.0 0.0
C 2.0673 1.5659 5.5754 0.0 0.0 -0.1
O 1.5598 0.3536 5.0425 0.1 0.1 0.1
C 1.9116 -0.7833 5.8255 -0.1 -0.1 -0.3
C 0.7572 -1.2450 6.6857 0.1 0.0 0.3
O 0.4383 -0.2947 7.6872 0.0 0.1 -0.1
C -0.7077 0.4829 7.3898 0.0 0.0 0.1
H 1.5994 2.3876 5.0343 0.0 0.0 0.0
H 1.8355 1.6666 6.6373 0.0 0.0 0.0
H 3.1530 1.6259 5.4364 0.0 0.0 0.1
H 2.7855 -0.5693 6.4471 0.0 0.0 0.0
H 2.1796 -1.5860 5.1297 0.0 0.0 0.0
H 1.0479 -2.1693 7.1945 0.0 0.0 0.0
H -0.1172 -1.4611 6.0639 0.0 0.0 0.0
H -1.6163 -0.1226 7.4722 0.0 0.0 0.0
H -0.6515 0.9182 6.3886 0.0 0.0 0.0
H -0.7574 1.2867 8.1217 0.0 0.0 0.0
C 0.8469 7.2752 -8.4707 0.0 0.0 -0.1
O 0.3579 6.0072 -8.8737 0.0 0.1 0.1
C 0.8048 4.9414 -8.0559 -0.1 0.0 -0.2
C -0.2693 4.4915 -7.0910 0.1 0.0 0.3
O -0.5644 5.4915 -6.1241 -0.1 0.0 -0.1
C -1.7572 6.2014 -6.4136 0.0 0.0 0.1
H 0.3087 8.0301 -9.0404 0.0 0.0 0.0
H 0.6819 7.4508 -7.4048 0.0 0.0 0.0
H 1.9154 7.3642 -8.6920 0.0 0.0 0.0
H 1.7095 5.2241 -7.5087 0.0 0.0 0.0
H 1.0560 4.1048 -8.7157 0.0 0.0 0.0
H 0.0915 3.6098 -6.5489 0.0 0.0 0.0
H -1.1729 4.2066 -7.6377 0.0 0.0 0.0
H -2.6314 5.5631 -6.2408 0.0 0.0 -0.1
H -1.7749 6.5630 -7.4434 0.0 0.0 0.0
H -1.8100 7.0556 -5.7403 0.0 0.0 0.0
C -4.5115 -0.4227 0.7216 -0.1 0.1 0.1
O -5.2538 0.7779 0.6354 0.1 -0.1 -0.1
C -6.0590 0.8537 -0.5356 0.0 0.2 0.1
C -7.5075 0.5276 -0.2532 -0.1 -0.2 -0.1
O -7.6688 -0.8298 0.1194 0.1 0.0 0.1
C -7.8455 -1.0173 1.5140 -0.1 0.0 0.0
H -4.0763 -0.4705 1.7192 0.0 0.0 0.0
H -5.1432 -1.3002 0.5695 0.0 0.0 0.0
H -3.7006 -0.4357 -0.0211 0.0 -0.1 0.0
H -5.6669 0.1860 -1.3097 0.0 0.0 0.0
H -5.9937 1.8826 -0.9063 0.0 0.0 0.0
H -8.0869 0.6875 -1.1676 0.0 0.0 0.0
H -7.9031 1.1932 0.5193 0.0 0.0 0.0
H -8.8323 -0.6635 1.8278 0.0 0.0 0.0
H -7.0754 -0.5003 2.0919 0.0 0.0 0.0
H -7.7793 -2.0855 1.7116 0.0 0.0 0.0
```
Positions in Å, forces in eV/Å.

Here are the Mulliken charges for atoms 1 to 99, given in e: number 1, C, carries -1.134; number 2, C, carries -0.283; number 3, O, carries -0.666; number 4, C, carries -0.251; number 5, O, carries -0.539; number 6, C, carries 0.779; number 7, C, carries -1.915; number 8, N, carries 0.424; number 9, C, carries 1.174; number 10, C, carries -1.591; number 11, C, carries 0.010; number 12, C, carries -0.729; number 13, Br, carries -0.171; number 14, C, carries -2.298; number 15, C, carries 1.340; number 16, C, carries -0.100; number 17, C, carries -1.046; number 18, C, carries -0.673; number 19, C, carries -0.626; number 20, C, carries -0.699; number 21, C, carries -0.291; number 22, Cl, carries -0.158; number 23, O, carries -0.397; number 24, H, carries 0.359; number 25, H, carries 0.433; number 26, H, carries 0.170; number 27, H, carries 0.624; number 28, H, carries 0.434; number 29, H, carries 0.560; number 30, H, carries -0.010; number 31, H, carries -0.094; number 32, H, carries 0.435; number 33, H, carries 0.926; number 34, H, carries 0.504; number 35, H, carries 0.565; number 36, H, carries 0.489; number 37, H, carries 0.517; number 38, H, carries -0.016; number 39, H, carries 0.340; number 40, H, carries 0.378; number 41, H, carries 0.444; number 42, H, carries 0.718; number 43, H, carries 0.383; number 44, H, carries 0.323; number 45, H, carries 0.373; number 46, H, carries 0.458; number 47, H, carries 0.370; number 48, H, carries 0.399; number 49, H, carries 0.689; number 50, C, carries -0.888; number 51, O, carries -0.234; number 52, C, carries -0.114; number 53, C, carries -0.660; number 54, O, carries -0.371; number 55, C, carries -0.684; number 56, H, carries 0.245; number 57, H, carries 0.403; number 58, H, carries 0.326; number 59, H, carries 0.375; number 60, H, carries 0.091; number 61, H, carries 0.381; number 62, H, carries 0.330; number 63, H, carries 0.318; number 64, H, carries 0.281; number 65, H, carries 0.246; number 66, C, carries -0.898; number 67, O, carries -0.201; number 68, C, carries -0.177; number 69, C, carries -0.733; number 70, O, carries -0.375; number 71, C, carries -0.654; number 72, H, carries 0.251; number 73, H, carries 0.360; number 74, H, carries 0.349; number 75, H, carries 0.377; number 76, H, carries 0.156; number 77, H, carries 0.385; number 78, H, carries 0.352; number 79, H, carries 0.328; number 80, H, carries 0.248; number 81, H, carries 0.243; number 82, C, carries -0.668; number 83, O, carries -0.374; number 84, C, carries -0.685; number 85, C, carries -0.329; number 86, O, carries -0.336; number 87, C, carries -0.889; number 88, H, carries 0.243; number 89, H, carries 0.278; number 90, H, carries 0.321; number 91, H, carries 0.357; number 92, H, carries 0.388; number 93, H, carries 0.307; number 94, H, carries 0.365; number 95, H, carries 0.361; number 96, H, carries 0.388; number 97, H, carries 0.267; number 98, C, carries -0.612; number 99, O, carries -0.378


(2)
Density functional theory data (the ωB97M-V functional and the def2-TZVPD basis) for a structure of composition C33H66ClCsN10O2 at a distorted geometry.

Computed properties:
lowest unoccupied orbital energy	0.226	eV

Structure (XYZ):
```
113
Properties=species:S:1:pos:R:3:forces:R:3
Cs 1.5125 1.5846 1.9568 0.0 -0.1 -0.1
C -1.9111 -1.3067 -6.9308 -0.2 0.8 -0.4
N -0.8071 -1.5190 -5.9952 -0.1 -0.2 -0.7
C -0.1551 -0.3083 -5.6056 2.0 1.5 0.3
C -0.8762 -2.5407 -5.0824 -0.1 -0.1 2.6
N -0.5497 -2.3198 -3.8362 0.1 -0.3 -0.9
C -0.3638 -3.4312 -2.8830 -0.5 -0.2 -0.9
C 0.3901 -2.9757 -1.6109 -0.2 -1.4 0.7
N -0.4448 -2.4122 -0.5413 0.8 -1.4 0.1
C 0.2432 -2.4926 0.7744 -1.1 -0.7 -0.1
C -0.7249 -2.2598 2.0045 1.2 1.4 0.1
N -0.3871 -1.0020 2.8002 0.0 -1.3 -0.3
C 0.1272 -1.1736 3.9920 -0.7 -1.4 -0.5
N -0.2071 -0.2969 4.9541 1.9 0.5 2.1
C -1.4999 0.2757 4.9770 -1.0 -0.3 -0.4
C 0.6848 -0.0108 6.0959 -1.2 0.1 0.4
N 0.8747 -2.2512 4.4670 -0.6 -0.7 0.8
C 1.9273 -2.8057 3.6404 -1.3 0.8 -1.1
C 0.5396 -3.0443 5.7256 1.2 2.3 -0.9
C -0.8751 -1.0858 -0.8494 1.3 0.7 -0.7
C -2.3152 -1.0112 -1.2309 0.2 -0.3 -0.9
N -2.6747 0.3110 -1.6650 0.4 -0.5 0.4
C -3.8260 0.7319 -1.3695 -1.2 1.8 -1.4
N -4.9311 -0.0105 -0.9140 0.5 -0.3 -1.1
C -5.1559 -1.2805 -1.6490 -0.4 -0.4 2.4
C -6.0716 0.5984 -0.2210 0.6 -0.9 1.0
N -4.1428 2.0832 -1.7463 -0.2 0.9 0.0
C -3.0261 3.0512 -1.9423 -0.9 -0.9 -0.5
C -5.0945 2.1272 -2.8607 0.3 -1.3 -0.4
N -1.4044 -3.7689 -5.4764 1.1 -0.3 -2.0
C -1.0480 -4.3740 -6.7780 0.1 -0.1 0.3
C -2.6212 -4.1927 -4.8624 -0.1 -1.0 0.0
H -1.5577 -0.6252 -7.7535 -0.2 -1.0 0.6
H -2.7142 -0.7337 -6.4362 0.0 -0.2 0.0
H -2.3465 -2.2340 -7.3436 0.5 0.5 0.3
H -0.0655 0.3821 -6.4544 -0.8 -0.1 0.0
H 0.9245 -0.4120 -5.4294 -0.1 -0.9 0.3
H -0.4648 0.2423 -4.6929 -0.7 -0.5 -0.5
H 0.1225 -4.3213 -3.3549 0.4 0.8 0.1
H -1.3323 -3.9429 -2.6311 0.5 0.9 0.4
H 1.3232 -2.3865 -1.7847 -0.7 0.1 -0.5
H 0.7807 -3.8956 -1.1718 0.1 -0.2 -0.1
H 1.0554 -1.7593 0.8180 0.2 0.0 0.2
H 0.6701 -3.5118 0.8697 -0.1 0.6 -0.2
H -0.7015 -3.1000 2.6925 0.2 -0.4 -0.1
H -1.7694 -2.1975 1.6635 0.4 0.3 -0.1
H -2.0350 -0.2949 4.2343 -0.6 0.0 -0.1
H -1.5137 1.2773 4.6290 0.0 1.3 -0.2
H -2.0429 0.2404 5.9332 0.6 -0.2 0.0
H 0.1492 -0.1995 7.0206 -0.4 0.0 0.3
H 0.9894 1.0247 6.1353 -0.1 0.2 -0.1
H 1.5704 -0.6021 6.1994 0.5 -0.5 -0.7
H 2.0323 -2.0512 2.8167 0.3 -1.1 0.5
H 1.7027 -3.8268 3.2911 -0.1 0.3 -0.3
H 2.8372 -2.8571 4.1734 1.2 0.1 0.7
H -0.4278 -2.8288 6.1633 0.0 0.9 0.1
H 1.3784 -2.9120 6.4624 -0.9 -0.4 -0.5
H 0.3914 -4.0322 5.4044 0.5 -1.7 -0.3
H -0.1387 -0.6202 -1.5889 -1.2 -0.2 0.7
H -0.8328 -0.6002 0.0831 0.4 1.5 1.1
H -2.8804 -1.3091 -0.3580 -0.4 -0.4 0.3
H -2.4637 -1.7488 -2.0288 -0.2 0.1 0.0
H -4.3798 -1.5326 -2.3574 0.1 0.2 0.1
H -6.1013 -1.2769 -2.1632 -0.6 0.2 -0.3
H -5.2164 -2.0690 -0.8376 0.1 0.4 -1.2
H -5.6422 1.1094 0.6539 -0.4 0.4 -0.5
H -6.6852 -0.2092 0.2529 0.4 0.4 -0.7
H -6.7325 1.2334 -0.8222 0.2 0.0 0.1
H -2.2798 2.7954 -1.2078 0.5 0.1 -0.2
H -3.3452 4.0882 -1.8121 -0.4 -0.2 0.3
H -2.6783 3.0095 -2.9951 0.4 -0.3 0.6
H -5.7922 1.3072 -2.6796 -0.2 0.2 -0.2
H -4.5940 1.8448 -3.8595 -0.5 0.8 1.2
H -5.6902 3.0464 -2.9234 0.5 0.0 0.0
H -0.0476 -4.0502 -7.1237 -0.5 -0.2 0.5
H -1.7429 -4.1605 -7.5977 -0.2 0.3 0.1
H -1.0763 -5.4761 -6.7021 0.3 0.4 0.3
H -3.4055 -4.3601 -5.6045 -0.2 0.5 -0.2
H -2.8926 -3.3910 -4.1742 -0.4 -0.6 0.3
H -2.5214 -5.2106 -4.4189 0.0 0.8 0.4
C 4.6010 -1.1868 -0.6909 -0.6 0.7 -0.9
C 3.6982 -0.0300 -1.2484 2.0 -0.2 0.3
O 2.4405 0.0444 -0.6550 -1.1 -1.2 0.2
H 5.6486 -1.0712 -1.0326 -0.7 -0.3 -0.2
H 4.1436 -2.1288 -1.0105 0.5 -0.2 0.2
H 4.6672 -1.1147 0.3942 -0.4 -0.1 0.1
H 3.6725 0.0752 -2.3483 -0.1 -0.6 0.3
H 4.2083 0.8318 -0.8946 0.4 1.2 0.1
H 2.0623 -0.8585 -0.6864 0.0 0.8 0.0
Cl 3.7901 6.4962 5.1432 0.3 -0.6 0.0
C 3.8305 4.7758 4.7227 -0.4 0.1 0.0
C 2.7428 3.9854 4.9765 -0.1 -1.2 0.2
C 2.7972 2.6116 4.7394 -0.2 -1.3 0.3
C 3.9407 1.9004 4.1894 0.2 0.1 -1.6
C 3.9614 0.4795 3.8650 -0.9 2.8 0.9
C 4.9962 2.8226 3.7513 -0.5 -1.0 1.4
C 4.9165 4.1513 4.1486 1.9 0.4 -0.6
H 1.8763 4.4064 5.4283 -0.7 0.2 0.3
H 1.9588 1.9482 5.0807 0.8 1.1 -0.5
H 3.4519 -0.1218 4.6048 0.0 -0.6 -0.2
H 4.8187 0.1493 3.3228 0.6 -0.6 0.1
H 5.9607 2.3555 3.4329 -0.9 0.8 0.1
H 5.8109 4.7641 4.0796 0.1 0.0 -0.4
C 3.1297 6.7075 2.0488 0.2 0.8 0.4
C 2.6748 6.3938 0.6333 0.5 -0.3 2.0
C 3.7540 6.3244 -0.3617 -0.9 0.7 -2.1
O 1.5249 6.1059 0.4416 -0.8 -0.1 -0.8
H 2.3976 6.2836 2.7512 0.3 0.3 -0.2
H 3.2411 7.8119 2.2469 -0.3 -1.0 -0.3
H 4.1281 6.2905 2.2620 -0.4 0.0 -0.1
H 4.5779 5.7705 -0.0318 1.0 -1.3 0.6
H 4.1857 7.3030 -0.4876 0.0 0.7 -0.2
H 3.3885 5.9715 -1.3421 0.2 0.1 0.5
```
Positions in Å, forces in eV/Å.

Here are the Mulliken charges for atoms 1 to 99, given in e: number 1, Cs, carries 1.095; number 2, C, carries -0.935; number 3, N, carries 0.069; number 4, C, carries -0.825; number 5, C, carries 0.106; number 6, N, carries -0.220; number 7, C, carries -1.195; number 8, C, carries -0.188; number 9, N, carries 0.345; number 10, C, carries 0.012; number 11, C, carries -1.334; number 12, N, carries -0.373; number 13, C, carries 0.057; number 14, N, carries 0.527; number 15, C, carries -1.078; number 16, C, carries -1.396; number 17, N, carries 0.593; number 18, C, carries -1.114; number 19, C, carries -1.219; number 20, C, carries -1.196; number 21, C, carries 0.385; number 22, N, carries -0.440; number 23, C, carries 0.350; number 24, N, carries 0.254; number 25, C, carries -1.134; number 26, C, carries -0.854; number 27, N, carries 0.020; number 28, C, carries -0.844; number 29, C, carries -0.978; number 30, N, carries 0.389; number 31, C, carries -0.994; number 32, C, carries -1.000; number 33, H, carries 0.336; number 34, H, carries 0.267; number 35, H, carries 0.233; number 36, H, carries 0.323; number 37, H, carries 0.334; number 38, H, carries 0.193; number 39, H, carries 0.670; number 40, H, carries 0.173; number 41, H, carries -0.035; number 42, H, carries 0.606; number 43, H, carries -0.014; number 44, H, carries 0.420; number 45, H, carries 0.363; number 46, H, carries 0.400; number 47, H, carries 0.365; number 48, H, carries 0.301; number 49, H, carries 0.283; number 50, H, carries 0.388; number 51, H, carries 0.515; number 52, H, carries 0.342; number 53, H, carries 0.156; number 54, H, carries 0.299; number 55, H, carries 0.424; number 56, H, carries 0.333; number 57, H, carries 0.292; number 58, H, carries 0.455; number 59, H, carries 0.213; number 60, H, carries 0.756; number 61, H, carries 0.438; number 62, H, carries -0.805; number 63, H, carries 0.341; number 64, H, carries 0.446; number 65, H, carries 0.315; number 66, H, carries 0.299; number 67, H, carries 0.344; number 68, H, carries 0.296; number 69, H, carries 0.323; number 70, H, carries 0.261; number 71, H, carries 0.262; number 72, H, carries 0.268; number 73, H, carries 0.271; number 74, H, carries 0.337; number 75, H, carries 0.301; number 76, H, carries 0.342; number 77, H, carries 0.310; number 78, H, carries 0.362; number 79, H, carries 0.176; number 80, H, carries 0.257; number 81, C, carries -0.924; number 82, C, carries -0.416; number 83, O, carries -0.344; number 84, H, carries 0.373; number 85, H, carries 0.296; number 86, H, carries 0.172; number 87, H, carries 0.261; number 88, H, carries 0.372; number 89, H, carries -0.157; number 90, Cl, carries -0.207; number 91, C, carries -0.085; number 92, C, carries -0.635; number 93, C, carries -0.051; number 94, C, carries 0.734; number 95, C, carries -1.521; number 96, C, carries -0.810; number 97, C, carries -0.441; number 98, H, carries 0.500; number 99, H, carries 0.372


- Which of these has the highest lowest unoccupied orbital energy?
  C33H66ClCsN10O2